Density functional theory data (ωB97M-V/def2-TZVPD) for an isolated ion of composition CH2NO2 and charge -1.

Computed properties:
* LUMO level: 4.70 eV
* multiplicity: 1
* total charge: -1
* relative energy (zero: lowest compared OMol25 entry of this formula, charge and spin): 20.1 kcal per mole

XYZ file:
```
6
Properties=species:S:1:pos:R:3:mulliken_charge:R:1
C 0.6596 -0.2098 0.0624 0.482
N -0.7391 0.0564 -0.2557 -0.442
O 1.2867 -1.2502 0.0525 -0.644
O 1.3437 0.9881 0.1590 -0.818
H -1.5018 -0.6034 -0.1001 0.194
H -1.0492 1.0189 0.0819 0.228
```

Density functional theory data (ωB97M-V/def2-TZVPD) for C18H31N5O2Sn as an isolated structure.

Computed properties:
* LUMO level (alpha / beta): -8.03 / -8.03 eV
* multiplicity: 1
* total charge: +2
* relative energy (zero: lowest compared OMol25 entry of this formula, charge and spin): 17.6 kcal per mole

XYZ file:
```
57
Properties=species:S:1:pos:R:3:mulliken_charge:R:1
Sn 7.6181 7.7451 6.5400 1.004
C 8.9861 6.1807 12.8328 0.213
C 7.8646 5.2810 13.1148 1.316
C 6.6365 6.0096 13.0213 -0.484
C 6.9491 7.2590 12.7469 1.230
C 8.5071 7.4480 12.7891 0.596
C 9.2749 8.7200 12.7730 -1.374
C 5.9888 8.3196 12.3637 -1.611
C 5.2501 5.3451 13.0791 -1.644
C 8.0800 3.9025 13.5592 -1.381
C 10.4477 5.9397 12.8265 -1.521
H 10.1445 8.6912 12.0735 0.335
H 9.7599 9.0247 13.7070 0.337
H 8.6668 9.5709 12.4617 0.338
H 5.2197 7.9302 11.7843 0.472
H 6.4575 9.1265 11.8188 0.387
H 5.4737 8.7864 13.2136 0.350
H 5.1268 4.8573 14.0784 0.390
H 5.0799 4.5764 12.3837 0.408
H 4.4544 6.0368 12.9614 0.412
H 8.9707 3.9183 14.1654 0.423
H 8.4374 3.3299 12.6373 0.364
H 7.1653 3.5359 13.9972 0.375
H 10.6793 4.9159 12.5968 0.452
H 10.9431 6.3138 13.7244 0.343
H 10.9077 6.6114 12.0813 0.280
N 6.8574 7.9470 4.2807 -0.605
C 6.2050 6.6575 3.9399 -0.469
C 5.6177 5.9818 5.2090 0.681
O 4.7773 5.1582 5.2011 -0.498
O 6.1798 6.4462 6.3281 -0.590
H 6.1690 8.7283 4.2190 0.322
H 7.5746 8.2562 3.6457 0.302
H 6.9117 6.0794 3.4505 0.300
H 5.3635 6.7030 3.2144 0.356
C 10.6776 7.4997 7.1678 -0.991
N 9.6900 6.6768 6.3810 -0.015
C 10.1713 6.5980 4.9796 -0.504
N 11.4743 6.2228 4.9108 0.112
C 12.4357 7.1598 5.5800 -0.500
N 12.0767 7.1601 7.0275 0.061
C 12.1665 5.8249 7.6911 -0.473
N 11.2976 4.9186 6.9731 0.172
C 9.9270 5.2758 6.9690 -0.746
C 11.6940 4.8684 5.5314 -0.714
H 10.3224 7.5005 8.1912 0.553
H 10.5925 8.5485 6.8131 0.378
H 9.9459 7.5897 4.4870 0.204
H 9.6277 5.8253 4.4963 0.315
H 12.5496 8.1783 5.1067 0.238
H 13.4424 6.7613 5.4297 0.290
H 11.9242 5.9945 8.7462 0.211
H 13.1735 5.4157 7.7498 0.268
H 9.5689 5.3551 8.0007 0.336
H 9.3685 4.4877 6.5377 0.363
H 11.1254 4.0913 5.0287 0.325
H 12.7505 4.5623 5.3879 0.309
```

Density functional theory data (ωB97M-V/def2-TZVPD) for C17H18F4N2O2 as an isolated structure.

Computed properties:
* LUMO level: 0.54 eV
* multiplicity: 1
* total charge: 0

XYZ file:
```
43
Properties=species:S:1:pos:R:3:mulliken_charge:R:1
O -0.3765 -0.6852 -1.9387 -0.659
C -0.4237 -1.4807 -1.1160 0.303
N 0.5643 -2.2244 -0.7486 -0.102
H 0.3317 -2.9309 0.0621 0.300
C 1.7678 -2.4047 -1.4294 -1.714
C 2.5377 -1.3708 -0.4128 -0.077
C 2.3596 -0.0371 -0.4374 0.544
C 3.1739 0.9771 0.0608 -0.521
C 4.0422 0.4972 1.0283 -0.117
C 4.2860 -0.9395 1.2667 -1.136
C 3.4338 -1.5464 0.5081 1.244
F 3.5338 -2.9784 0.5558 -0.413
H 4.9582 -1.4856 1.8838 0.492
H 4.6921 1.2431 1.7647 0.198
C 2.9742 2.4202 -0.1125 0.811
F 2.8951 2.7737 -1.1485 -0.095
F 1.8464 2.6713 0.5914 -0.275
F 3.8956 3.1186 0.6917 -0.338
H 1.8548 0.5838 -1.3948 0.077
H 2.1543 -3.1779 -1.1825 1.049
H 1.5918 -1.8462 -2.3849 0.358
C -2.0064 -1.5468 -0.1876 0.107
H -2.3090 -2.4948 -0.5919 0.576
C -1.7182 -1.5802 1.3524 -0.741
H -1.5532 -2.4771 1.3205 0.760
H -0.6536 -1.0604 1.4013 0.143
C -2.8001 -1.1134 1.8880 -1.160
C -2.8238 0.6797 1.3922 0.688
O -2.9972 1.4270 2.2923 -0.625
N -2.7502 0.5908 0.1481 0.148
C -2.8072 2.0360 -0.5841 -0.344
C -1.7353 2.8621 -0.3747 -0.294
C -1.7858 2.2952 -1.5788 -0.234
H -2.1700 2.7317 -2.4523 0.266
H -1.1324 1.4296 -1.8651 -0.091
H -0.8713 2.7604 0.4432 0.007
H -1.9283 3.9358 -0.3034 0.260
H -3.8231 2.3515 -0.3639 0.488
C -2.9135 -0.5063 -0.7327 -1.334
H -2.8215 -0.1326 -1.6893 0.528
H -3.8330 -1.0348 -0.5248 0.423
H -2.8048 -0.8644 3.2092 0.231
H -3.8552 -1.4663 1.6940 0.270
```

Density functional theory data (ωB97M-V/def2-TZVPD) for one molecule with the formula C4H7NO2.

Computed properties:
* LUMO level: 0.67 eV
* multiplicity: 1
* total charge: 0
* relative energy (zero: lowest compared OMol25 entry of this formula, charge and spin): 10.9 kcal per mole

XYZ file:
```
14
Properties=species:S:1:pos:R:3:mulliken_charge:R:1
C 0.9718 0.7557 0.7213 -1.438
C -0.0539 -0.3364 0.4245 0.487
C -1.2484 -0.2520 1.3637 -0.125
O -1.2479 0.4166 2.3694 -0.488
C -0.5525 -0.3745 -1.0219 0.377
O -1.7313 -0.5042 -1.3030 -0.622
N 0.4139 -0.2963 -1.9768 -0.341
H 0.5964 1.7375 0.4168 0.335
H 1.1619 0.7960 1.7958 0.372
H 1.9262 0.5759 0.2158 0.429
H 0.3992 -1.3226 0.6192 0.224
H -2.1170 -0.8692 1.0761 0.352
H 1.3693 -0.0660 -1.7625 0.180
H 0.1124 -0.2605 -2.9385 0.259
```

Density functional theory data (ωB97M-V/def2-TZVPD) for C16H30O3RuSi2 as an isolated structure.

Computed properties:
* LUMO level (alpha / beta): -4.05 / -3.43 eV
* multiplicity: 2
* total charge: +1
* relative energy (zero: lowest compared OMol25 entry of this formula, charge and spin): 31.0 kcal per mole
* expectation value of S²: 0.8158

XYZ file:
```
52
Properties=species:S:1:pos:R:3:mulliken_charge:R:1
Ru -0.3300 -0.3665 -0.2585 0.558
C -2.1080 -0.2626 -3.0040 -0.797
O -1.6607 -1.2330 -2.0556 -0.272
C -2.7227 -2.0727 -1.6046 -0.480
C -2.1362 -3.0448 -0.6272 -0.765
O -1.6760 -2.3703 0.5356 -0.237
C -2.6810 -2.0411 1.4979 -0.745
C -2.4146 -0.6564 2.0144 -0.170
O -2.4122 0.2204 0.8903 -0.253
C -2.1582 1.5820 1.2728 -0.810
H -2.7671 -0.7343 -3.7338 0.437
H -2.6405 0.5528 -2.5089 0.302
H -1.2302 0.1241 -3.5138 0.099
H -3.5078 -1.4625 -1.1469 0.310
H -3.1484 -2.6204 -2.4505 0.501
H -2.8578 -3.8262 -0.3781 0.427
H -1.2518 -3.5046 -1.0680 0.343
H -3.6729 -2.0841 1.0417 0.432
H -2.6391 -2.7543 2.3242 0.373
H -3.1887 -0.3572 2.7263 0.526
H -1.4409 -0.6228 2.5118 -0.078
H -2.8399 1.8882 2.0690 0.340
H -1.1295 1.7063 1.6197 0.312
H -2.3305 2.1979 0.3951 0.228
C 2.8020 -2.2713 0.7477 -1.203
Si 1.4812 -1.0296 1.1515 0.448
C 1.1105 -1.2037 2.9750 -1.417
C 2.0614 0.7599 0.9251 0.345
C 2.7819 1.2769 2.0176 -0.574
C 3.2671 2.5715 2.0166 -0.799
C 3.0236 3.4010 0.9272 -0.774
C 2.3064 2.9228 -0.1539 -0.583
C 1.8242 1.6025 -0.1903 0.841
Si 0.8921 1.0819 -1.7382 0.420
C 2.0412 0.3543 -3.0053 -1.120
C 0.0562 2.5919 -2.4410 -1.175
H 3.6543 -2.0476 1.3943 0.362
H 3.1338 -2.2342 -0.2901 0.335
H 2.4633 -3.2864 0.9649 0.350
H 2.0482 -1.3700 3.5108 0.462
H 0.4739 -2.0687 3.1796 0.429
H 0.6319 -0.3149 3.3882 0.429
H 2.9884 0.6507 2.8778 0.337
H 3.8265 2.9377 2.8679 0.413
H 3.3933 4.4186 0.9244 0.411
H 2.1372 3.5875 -0.9925 0.275
H 2.7547 1.1326 -3.2886 0.371
H 1.5099 0.0374 -3.9058 0.347
H 2.5991 -0.5001 -2.6214 0.306
H 0.8173 3.2962 -2.7858 0.436
H -0.5669 3.0964 -1.7011 0.361
H -0.5678 2.3490 -3.3032 0.387
```

Density functional theory data (ωB97M-V/def2-TZVPD) for a 2-piece molecular cluster, C30H29N2O4 overall.

Computed properties:
* LUMO level: -5.00 eV
* multiplicity: 1
* total charge: +1
* relative energy (zero: lowest compared OMol25 entry of this formula, charge and spin): 57.2 kcal per mole

XYZ file:
```
65
Properties=species:S:1:pos:R:3:mulliken_charge:R:1
H 1.0573 -5.9939 -1.9426 -0.492
C 1.4997 -6.9998 -1.7224 0.634
H 1.8129 -6.9746 -0.6658 0.366
C 0.4480 -8.0308 -1.9119 -1.120
C 0.4948 -8.9412 -2.9159 -0.363
N 1.6237 -9.0995 -3.6885 0.151
C 1.6643 -10.0607 -4.7421 -0.292
C 2.7546 -10.9420 -4.8338 -0.190
C 2.7692 -11.9280 -5.8106 -0.774
C 1.7810 -11.9251 -6.8302 0.839
O 1.9051 -12.8709 -7.8007 -0.438
C 1.0400 -12.7888 -8.9599 -0.805
C 0.7362 -10.9648 -6.7906 -0.286
C 0.6396 -10.1066 -5.6974 -0.722
C 2.7444 -8.3244 -3.4310 -0.069
C 2.6779 -7.2435 -2.6127 -0.125
C 3.7379 -6.2205 -2.7883 0.092
N 3.5958 -5.0639 -2.0586 -0.352
O 4.6532 -6.3743 -3.5904 -0.699
H -0.4251 -8.0037 -1.2626 0.576
H -0.3132 -9.6432 -3.1385 0.520
H 3.5610 -10.8640 -4.1023 0.462
H 3.5462 -12.6883 -5.8096 0.416
H 1.2988 -13.6554 -9.5616 0.242
H -0.0170 -12.8316 -8.6705 0.318
H 1.2355 -11.8664 -9.5198 0.350
H 0.0036 -10.8991 -7.5954 0.337
H -0.2098 -9.4258 -5.6214 0.401
H 3.6119 -8.5728 -4.0614 0.627
H 2.9510 -4.9487 -1.2898 0.197
H 4.2877 -4.3409 -2.1790 0.253
C 3.8997 0.3175 -3.6348 -0.358
C 3.6554 -1.1287 -4.0758 -0.579
C 2.5502 -1.5730 -3.1709 0.647
C 2.1378 -0.4497 -2.4057 0.201
O 2.8829 0.6646 -2.6139 -0.485
C 1.0301 -0.4952 -1.5564 -1.329
C 0.3191 -1.6647 -1.4905 -0.732
C 0.7540 -2.8604 -2.1444 0.319
C 0.0388 -4.0890 -2.0469 -0.584
C -0.9476 -4.3770 -1.0548 1.108
C -1.9554 -5.3389 -1.3590 -0.434
C -3.0634 -5.4417 -0.5415 0.648
C -3.1285 -4.6758 0.6526 0.247
O -4.2474 -4.8913 1.3891 -0.484
C -5.0348 -5.9277 0.6763 -0.341
C -4.3064 -6.2709 -0.6254 -0.654
C -2.0957 -3.8064 1.0349 -1.201
C -0.9981 -3.7210 0.2202 -1.029
C 1.8979 -2.7809 -3.0004 -0.518
H 4.8851 0.4564 -3.1767 0.280
H 3.7966 1.0365 -4.4534 0.290
H 3.3649 -1.1473 -5.1344 0.278
H 4.5519 -1.7464 -3.9678 0.292
H 0.7450 0.4008 -1.0135 0.449
H -0.6022 -1.6789 -0.9158 0.795
H 0.0534 -4.7221 -2.9387 0.742
H -1.8754 -5.9549 -2.2637 0.461
H -5.1141 -6.7919 1.3434 0.279
H -6.0413 -5.5311 0.5128 0.294
H -4.9232 -6.0025 -1.4908 0.272
H -4.0816 -7.3411 -0.6909 0.272
H -2.2030 -3.2385 1.9555 0.454
H -0.1557 -3.1035 0.5292 0.910
H 2.2498 -3.6712 -3.5279 0.434
```